[1]
ORCA calculation (ωB97M-V/def2-TZVPD) on C15H41NO4SSi2 as an isolated structure in a non-equilibrium geometry.

- molar mass (g/mol) = 387.73
- E_HOMO (eV) = -9.07
- Kohn-Sham gap (eV) = 9.74
- E_tot (eV) = -52491.490
- net charge = 0

Element x y z (Å)
C  2.678  1.916  1.437
N  1.866  1.054  0.556
C  2.194  -0.371  0.739
Si  0.928  -1.516  -0.069
C  -0.055  -0.706  -1.431
C  -1.481  -0.350  -0.961
C  -2.465  -1.502  -1.171
C  -3.537  -1.622  -0.088
O  -3.617  -0.432  0.670
C  -4.744  -0.379  1.532
O  1.731  -2.873  -0.695
Si  2.491  -3.795  0.463
S  4.634  -3.637  0.355
H  2.153  2.121  2.368
H  3.589  1.398  1.712
H  2.953  2.837  0.938
H  0.900  1.185  0.829
H  2.197  -0.617  1.809
H  3.207  -0.554  0.397
H  -0.004  -1.975  0.988
H  0.449  0.153  -1.861
H  -0.134  -1.440  -2.231
H  -1.839  0.517  -1.501
H  -1.447  -0.090  0.088
H  -1.899  -2.428  -1.212
H  -2.959  -1.403  -2.130
H  -4.499  -1.836  -0.558
H  -3.340  -2.459  0.586
H  -4.444  0.044  2.483
H  -5.172  -1.363  1.709
H  -5.514  0.236  1.069
H  2.076  -3.294  1.788
H  2.145  -5.215  0.311
H  4.777  -2.386  -0.095
C  2.709  -3.121  -3.750
C  3.807  -2.164  -3.326
O  4.683  -1.774  -4.369
C  4.085  -1.105  -5.462
C  3.382  0.190  -5.089
H  3.135  -4.019  -4.202
H  2.118  -3.406  -2.883
H  2.033  -2.672  -4.481
H  4.441  -2.652  -2.585
H  3.375  -1.280  -2.838
H  3.398  -1.775  -5.993
H  4.905  -0.888  -6.147
H  2.537  0.021  -4.420
H  3.002  0.680  -5.986
H  4.074  0.870  -4.589
C  -1.753  3.211  2.514
C  -3.251  3.015  2.672
O  -3.637  2.500  3.933
C  -3.304  3.291  5.060
C  -3.924  4.678  5.051
H  -1.226  2.273  2.699
H  -1.526  3.546  1.502
H  -1.360  3.957  3.206
H  -3.592  2.278  1.945
H  -3.788  3.945  2.453
H  -2.216  3.356  5.175
H  -3.677  2.733  5.919
H  -3.562  5.284  4.220
H  -3.677  5.202  5.975
H  -5.009  4.610  4.970

---

[2]
ORCA calculation (ωB97M-V/def2-TZVPD) on C15H42AlF3N7O9P2S2 as an isolated structure in a non-equilibrium geometry.

- molar mass (g/mol) = 674.60
- E_HOMO (eV) = -11.06
- Kohn-Sham gap (eV) = 2.50
- relative energy (zero: lowest compared OMol25 entry of this formula, charge and spin) (kJ/mol) = 0.0
- E_tot (eV) = -100081.447
- net charge = +1

Element x y z (Å)
Al  11.073  -7.653  22.085
N  10.674  -9.804  23.836
S  9.376  -10.070  24.728
O  9.468  -9.650  26.084
O  8.603  -11.222  24.433
F  8.583  -8.851  24.004
S  11.635  -11.060  24.256
O  11.653  -12.119  23.302
O  11.709  -11.467  25.616
F  13.065  -10.370  24.040
F  11.348  -7.966  19.362
O  10.184  -5.282  20.967
P  9.636  -4.383  19.928
N  8.944  -3.043  20.624
C  8.545  -1.892  19.810
C  9.017  -2.775  22.053
N  8.494  -5.087  18.955
C  8.789  -6.242  18.128
C  7.100  -4.691  18.977
N  10.814  -3.783  18.909
C  11.907  -3.123  19.598
C  10.523  -3.402  17.529
H  7.821  -1.227  20.262
H  8.218  -2.269  18.835
H  9.455  -1.378  19.472
H  8.433  -1.913  22.371
H  10.037  -2.573  22.398
H  8.613  -3.645  22.572
H  9.832  -6.388  17.865
H  8.357  -7.122  18.620
H  8.186  -6.203  17.212
H  6.903  -4.238  17.994
H  6.422  -5.553  18.969
H  6.831  -4.095  19.841
H  12.787  -2.926  18.982
H  11.650  -2.115  19.953
H  12.224  -3.760  20.421
H  11.338  -3.618  16.839
H  10.232  -2.350  17.478
H  9.693  -4.030  17.214
O  13.533  -8.814  21.511
P  14.766  -9.410  20.996
N  16.094  -9.086  21.933
C  16.224  -7.734  22.513
C  16.706  -10.168  22.694
N  15.162  -9.010  19.414
C  16.533  -9.099  18.929
C  14.139  -9.268  18.413
N  14.648  -11.075  20.887
C  13.368  -11.775  20.952
C  15.706  -11.978  20.478
H  16.839  -7.165  21.812
H  16.692  -7.749  23.491
H  15.251  -7.247  22.585
H  17.308  -9.850  23.545
H  17.483  -10.714  22.142
H  16.016  -10.936  23.047
H  16.697  -8.229  18.289
H  17.277  -9.121  19.720
H  16.631  -10.027  18.357
H  14.360  -10.208  17.877
H  13.109  -9.312  18.753
H  14.372  -8.576  17.598
H  13.169  -12.244  19.983
H  13.498  -12.625  21.632
H  12.577  -11.151  21.343
H  16.581  -11.376  20.230
H  15.392  -12.656  19.687
H  16.108  -12.575  21.305
C  12.142  -8.081  26.497
O  13.472  -7.671  26.146
C  13.774  -7.007  25.062
O  13.107  -6.863  24.058
O  14.880  -6.277  25.198
C  15.798  -6.572  26.259
H  11.836  -8.862  25.818
H  11.449  -7.250  26.598
H  12.249  -8.537  27.478
H  16.798  -6.190  26.093
H  15.768  -7.621  26.547
H  15.386  -6.089  27.150

---

[3]
ORCA calculation (ωB97M-V/def2-TZVPD) on C15H42AsCl6F6O16P4 as an isolated structure in a non-equilibrium geometry.

- molar mass (g/mol) = 1004.01
- E_HOMO (eV) = -8.65
- Kohn-Sham gap (eV) = 10.78
- E_tot (eV) = -238445.452
- net charge = -1

Element x y z (Å)
As  -0.260  0.076  -0.165
F  -1.743  -0.499  0.530
F  0.278  0.565  1.443
F  1.276  0.694  -0.767
F  -0.794  -0.395  -1.763
F  -0.944  1.664  -0.461
F  0.506  -1.508  -0.033
C  1.344  3.604  1.078
O  2.557  4.219  0.596
P  2.724  5.807  0.588
O  4.043  6.251  0.107
O  1.515  6.438  -0.205
C  1.632  7.258  -1.350
O  2.383  6.254  2.097
C  3.208  5.713  3.119
H  0.826  4.139  1.864
H  1.585  2.553  1.242
H  0.746  3.402  0.182
H  2.666  7.325  -1.685
H  1.184  8.248  -1.258
H  1.037  6.784  -2.137
H  3.850  4.887  2.817
H  2.651  5.408  4.005
H  3.845  6.525  3.480
C  -2.024  -0.208  3.689
O  -2.297  -0.631  5.012
P  -1.668  -2.067  5.351
O  -1.870  -2.560  6.708
O  -0.127  -1.876  4.904
C  0.674  -3.049  4.739
O  -2.281  -3.060  4.248
C  -3.691  -3.074  4.049
H  -1.461  -0.921  3.075
H  -1.260  0.577  3.690
H  -2.866  0.098  3.069
H  0.844  -3.644  5.634
H  1.591  -2.681  4.278
H  0.213  -3.673  3.966
H  -4.104  -2.075  3.899
H  -4.134  -3.488  4.959
H  -4.011  -3.684  3.208
C  1.998  -4.095  0.436
O  1.270  -5.131  1.130
P  0.047  -5.830  0.357
O  0.317  -6.507  -0.926
O  -1.080  -4.693  0.209
C  -1.278  -3.784  1.299
O  -0.537  -6.807  1.467
C  -1.653  -7.647  1.212
H  1.858  -4.258  -0.637
H  3.043  -4.384  0.573
H  1.795  -3.081  0.768
H  -1.096  -2.747  1.019
H  -0.694  -4.121  2.152
H  -2.320  -3.791  1.623
H  -1.974  -7.566  0.173
H  -2.455  -7.402  1.904
H  -1.358  -8.687  1.354
C  -1.115  0.836  -5.465
O  -0.733  2.142  -5.936
P  0.530  2.967  -5.402
O  0.659  4.334  -5.932
O  0.401  2.828  -3.827
C  -0.558  3.598  -3.112
O  1.796  2.071  -5.703
C  3.087  2.609  -6.015
H  -1.496  0.240  -6.287
H  -1.893  1.013  -4.719
H  -0.288  0.351  -4.948
H  -0.061  4.069  -2.264
H  -1.221  2.823  -2.705
H  -1.190  4.281  -3.680
H  3.242  3.458  -5.342
H  3.064  3.011  -7.025
H  3.843  1.864  -5.794
C  -1.569  -2.900  -3.692
Cl  -0.662  -2.928  -5.249
Cl  -3.130  -3.756  -4.080
H  -1.060  -3.613  -3.059
H  -1.674  -1.885  -3.336
C  3.507  -0.869  1.270
Cl  4.758  -0.905  2.503
Cl  4.143  -1.510  -0.265
H  2.679  -1.452  1.659
H  3.158  0.143  1.094
C  -4.192  1.681  -0.912
Cl  -5.253  1.763  0.522
Cl  -5.124  1.609  -2.411
H  -3.511  2.522  -0.906
H  -3.661  0.737  -0.895

---

[4]
ORCA calculation (ωB97M-V/def2-TZVPD) on C15H42ClN4NbO4P as an isolated structure in a non-equilibrium geometry.

- molar mass (g/mol) = 501.86
- E_HOMO (eV) = -4.59
- Kohn-Sham gap (eV) = 6.28
- E_tot (eV) = -53742.312
- net charge = -1

Element x y z (Å)
C  -2.381  2.751  -3.839
C  -1.473  2.446  -5.192
C  -0.650  1.002  -5.084
C  0.986  1.185  -5.046
N  1.599  0.703  -3.731
Nb  1.542  2.332  -2.261
Cl  2.872  1.007  -0.582
P  3.773  3.115  -3.242
O  3.779  3.162  -4.851
N  1.364  4.040  -0.945
C  0.219  3.694  0.020
C  0.947  5.303  -1.718
C  -0.225  6.356  -1.180
O  1.531  5.647  -2.890
H  -2.280  3.848  -3.443
H  -3.516  2.493  -4.097
H  -2.062  1.992  -2.990
H  -2.176  2.463  -6.128
H  -0.732  3.371  -5.324
H  -1.049  0.350  -4.188
H  -0.893  0.442  -6.110
H  1.349  2.273  -5.280
H  1.450  0.498  -5.904
H  2.602  0.468  -3.925
H  0.018  1.554  -1.580
H  0.569  3.295  -3.490
H  4.769  2.090  -2.902
H  4.101  4.396  -2.665
H  -0.843  3.721  -0.503
H  0.306  4.470  0.912
H  0.331  2.583  0.443
H  -0.195  6.473  0.000
H  -1.321  5.989  -1.444
H  -0.102  7.443  -1.614
C  0.558  -3.668  1.478
C  0.597  -2.566  0.424
C  -0.158  -2.924  -0.881
O  0.535  -3.843  -1.731
C  0.423  -5.203  -1.341
N  2.000  -2.214  0.150
H  1.250  -4.487  1.260
H  0.844  -3.266  2.457
H  -0.449  -4.086  1.571
H  0.103  -1.687  0.855
H  -0.270  -2.004  -1.468
H  -1.173  -3.282  -0.670
H  -0.553  -5.428  -0.902
H  1.224  -5.456  -0.643
H  0.556  -5.825  -2.230
H  2.018  -1.409  -0.477
H  2.398  -2.969  -0.417
C  -1.441  -2.072  7.653
C  -2.109  -3.109  6.755
C  -1.209  -3.599  5.593
O  -1.076  -2.667  4.516
C  -0.138  -1.628  4.751
N  -3.380  -2.561  6.254
H  -1.418  -1.075  7.204
H  -1.990  -1.979  8.597
H  -0.413  -2.364  7.892
H  -2.336  -3.981  7.381
H  -1.678  -4.489  5.157
H  -0.224  -3.915  5.955
H  0.717  -1.969  5.343
H  -0.631  -0.786  5.239
H  0.230  -1.275  3.784
H  -3.870  -3.294  5.740
H  -3.150  -1.873  5.530

---

[5]
ORCA calculation (ωB97M-V/def2-TZVPD) on a 7-piece molecular cluster, C15H42ClO10 overall in a non-equilibrium geometry.

- molar mass (g/mol) = 417.94
- E_HOMO (eV) = -6.04
- Kohn-Sham gap (eV) = 8.47
- relative energy (zero: lowest compared OMol25 entry of this formula, charge and spin) (kJ/mol) = 222.2
- E_tot (eV) = -49227.037
- net charge = -1

Element x y z (Å)
Cl  1.840  0.700  -1.482
O  2.749  1.124  -2.516
O  2.183  1.426  -0.277
O  0.539  1.165  -1.829
O  1.824  -0.735  -1.390
O  5.665  4.073  -3.012
H  6.016  4.153  -3.899
H  5.013  3.375  -3.075
C  4.689  -2.900  3.005
C  5.784  -2.861  1.935
C  5.752  -3.900  0.806
O  5.680  -1.543  1.350
H  4.723  -2.015  3.640
H  4.846  -3.809  3.586
H  3.682  -2.836  2.592
H  6.732  -2.936  2.466
H  6.512  -3.540  0.113
H  4.753  -3.864  0.371
H  6.051  -4.863  1.220
H  4.767  -1.486  1.059
C  0.410  -5.921  3.946
C  -0.318  -5.109  2.944
C  0.301  -5.133  1.493
O  -1.661  -5.521  2.838
H  1.359  -5.481  4.251
H  0.612  -6.933  3.595
H  -0.202  -5.929  4.848
H  -0.318  -4.069  3.270
H  1.388  -5.089  1.421
H  -0.139  -4.358  0.866
H  0.089  -6.026  0.905
H  -1.719  -6.409  2.478
C  -2.625  5.534  -1.862
C  -1.211  5.980  -2.102
C  -1.045  7.469  -2.313
O  -0.406  5.507  -1.051
H  -2.683  4.446  -1.857
H  -3.256  5.700  -2.735
H  -3.073  5.945  -0.958
H  -0.825  5.494  -2.998
H  -0.090  7.793  -2.727
H  -1.338  8.119  -1.488
H  -1.793  7.879  -2.992
H  -0.465  4.549  -1.089
C  -2.680  -1.348  -4.760
C  -3.621  -0.514  -3.951
C  -5.020  -0.718  -4.470
O  -3.571  -1.001  -2.628
H  -2.620  -0.981  -5.785
H  -3.009  -2.378  -4.899
H  -1.684  -1.465  -4.333
H  -3.253  0.512  -3.984
H  -5.718  -0.145  -3.860
H  -5.295  -1.773  -4.490
H  -5.134  -0.406  -5.509
H  -2.691  -0.826  -2.287
C  -2.992  2.843  3.871
C  -1.914  1.890  3.510
C  -2.233  1.098  2.228
O  -0.733  2.643  3.316
H  -3.833  2.200  4.131
H  -3.207  3.566  3.084
H  -2.710  3.481  4.709
H  -1.687  1.221  4.339
H  -2.337  1.810  1.410
H  -3.155  0.554  2.432
H  -1.496  0.350  1.938
H  -0.197  2.223  2.640

---

[6]
ORCA calculation (ωB97M-V/def2-TZVPD) on a 4-piece molecular cluster, C15H42NO9PS3 overall in a non-equilibrium geometry.

- SMILES = CCOS(C)(=O)=O.CCOS(C)(=O)=O.CCOS(C)(=O)=O.C[PH3]CCCCCN
- molar mass (g/mol) = 507.67
- E_HOMO (eV) = -8.01
- Kohn-Sham gap (eV) = 8.40
- E_tot (eV) = -77941.562
- net charge = 0

Element x y z (Å)
C  -3.446  -6.001  -1.140
P  -1.700  -6.679  -1.523
C  -0.062  -7.482  -2.103
C  1.287  -6.806  -1.459
C  1.557  -7.192  0.123
C  3.150  -6.778  0.417
C  3.311  -5.448  1.366
N  3.730  -4.265  0.474
H  -3.462  -4.831  -1.249
H  -4.202  -6.409  -1.969
H  -3.898  -6.381  -0.109
H  -1.706  -5.921  -2.750
H  -1.141  -6.223  -0.271
H  -2.285  -8.022  -1.530
H  0.018  -7.317  -3.282
H  -0.107  -8.663  -1.965
H  1.353  -5.638  -1.568
H  2.207  -7.272  -2.062
H  0.871  -6.616  0.879
H  1.466  -8.336  0.360
H  3.653  -6.496  -0.628
H  3.776  -7.719  0.802
H  2.339  -5.118  1.928
H  4.230  -5.667  2.089
H  3.504  -3.352  0.939
H  3.185  -4.312  -0.429
O  -0.483  -2.637  1.728
S  -1.719  -2.374  1.026
O  -1.852  -2.584  -0.400
O  -2.223  -0.864  1.381
C  -1.338  0.221  1.132
C  -1.244  0.534  -0.349
C  -3.033  -3.251  1.834
H  -0.348  0.019  1.558
H  -1.743  1.094  1.657
H  -0.776  -0.288  -0.898
H  -0.645  1.434  -0.520
H  -2.241  0.683  -0.777
H  -2.970  -3.077  2.908
H  -2.906  -4.315  1.617
H  -3.989  -2.905  1.436
O  -1.097  3.065  2.336
S  0.059  3.929  2.415
O  1.366  3.432  2.791
O  -0.301  5.215  3.352
C  -0.763  4.980  4.676
C  0.366  4.550  5.592
C  0.225  4.802  0.879
H  -1.577  4.244  4.676
H  -1.182  5.924  5.043
H  0.763  3.574  5.300
H  0.020  4.473  6.628
H  1.196  5.263  5.545
H  -0.744  5.213  0.596
H  0.566  4.088  0.125
H  0.968  5.594  0.999
O  1.120  6.878  -1.380
S  0.426  7.859  -2.184
O  -0.995  7.770  -2.446
O  1.210  8.035  -3.603
C  1.422  6.881  -4.407
C  0.145  6.439  -5.096
C  0.765  9.475  -1.532
H  1.853  6.068  -3.810
H  2.164  7.151  -5.168
H  -0.596  6.093  -4.370
H  0.342  5.617  -5.791
H  -0.306  7.271  -5.646
H  1.836  9.572  -1.360
H  0.221  9.573  -0.589
H  0.411  10.225  -2.242